C16H19N3O3 | the ωB97M-V functional and the def2-TZVPD basis

E_tot = -27510.98324 eV
LUMO energy = 0.012 Ha
HOMO energy = -8.1 eV
SMILES = c1ccc(-c2nnc(CN3CCC4(CC3)OCCO4)o2)cc1
gap between HOMO and LUMO = 8.38 eV

```
! wB97M-V def2-TZVPD RIJCOSX def2/J DEFGRID3
* xyz 0 1
C -1.81677 -0.06540 -6.37482
C -3.02236 -0.48480 -5.79850
C -3.19420 -0.37185 -4.42922
C -2.19657 0.21622 -3.59921
C -2.39792 0.34052 -2.17351
N -3.45494 -0.06888 -1.52882
N -3.25989 0.24519 -0.24380
C -2.09991 0.85879 -0.12501
C -1.51796 1.45528 1.12504
N -0.14518 1.06398 1.61289
C 0.96833 0.75553 0.68713
C 2.26880 0.38620 1.43038
C 2.00594 -0.45095 2.66416
C 0.77454 -0.10892 3.51591
C 0.16808 1.20247 3.05363
O 3.11998 -0.29433 3.55972
C 3.62025 -1.56355 3.93981
C 2.65407 -2.56290 3.33656
O 2.06056 -1.81742 2.27122
O -1.50172 0.98342 -1.35802
C -1.00288 0.64541 -4.21766
C -0.81206 0.47984 -5.60192
H -1.65982 -0.25760 -7.44160
H -3.83476 -0.86587 -6.46343
H -4.14614 -0.72925 -4.01669
H -2.22235 1.22825 1.91021
H -1.53213 2.52372 0.98408
H 1.18296 1.58202 0.04522
H 0.65057 -0.07987 0.04637
H 2.97487 -0.16990 0.74112
H 2.80094 1.27334 1.72977
H 0.06027 -0.91220 3.36534
H 1.00197 -0.12826 4.58653
H -0.69294 1.44519 3.62377
H 0.90538 2.01115 3.21719
H 4.60616 -1.71970 3.52492
H 3.65382 -1.65972 5.00737
H 3.18356 -3.45359 2.99921
H 1.85743 -2.86549 4.06322
H -0.16971 1.12632 -3.69926
H 0.16174 0.80761 -5.96926
*
```

Here are the natural (NBO) charges for atoms 1 to 4, given in e:
1 C -0.20
2 C -0.22
3 C -0.16
4 C -0.14